No. 1
Molecular formula: C21H28ClN5O3
Method: DFT, wB97M-V/def2-TZVPD

Summary:
HOMO = -9.255 eV
SMILES = CNC(=O)[C@H](CC(C)C)NC(C)=O.O=C(Cc1ccc(Cl)cc1)Nc1ncccn1
energy = -48348.859 eV
E_LUMO = 0.33 eV
multiplicity = 1
orbital gap = 9.59 eV

Cartesian coordinates (Å):
Cl (4.52498, -0.38984, 3.45848)
O (-3.84672, -3.90169, 0.97564)
O (1.75810, 0.25249, -3.00614)
O (-3.39039, 0.31088, -0.68502)
N (-1.63953, 2.64519, -2.40491)
N (-0.97565, 0.75403, -3.63371)
N (0.50496, 2.05020, -2.31162)
N (-2.29656, 1.61242, 0.73728)
N (-2.71388, -2.04714, 0.54182)
C (-2.86481, -2.87589, 2.86565)
C (2.95909, 1.96072, -1.91228)
C (-2.21804, 0.58492, -4.07273)
C (1.60922, -2.32152, -0.08171)
C (4.28282, 0.33973, -0.50070)
C (3.34196, 1.37767, -0.57320)
C (-1.90080, -0.85023, 0.80800)
C (4.64809, -0.20053, 0.73738)
C (-1.41521, 1.92454, 1.86402)
C (-2.59097, 0.40611, 0.23999)
C (2.77327, 1.86763, 0.61173)
C (1.67587, 1.34119, -2.45861)
C (0.36716, -2.12603, 0.78469)
C (-2.88868, 2.48516, -2.84717)
C (-3.16881, -2.97298, 1.38524)
C (-0.50890, -1.02365, 0.16456)
C (-3.21899, 1.45610, -3.70259)
C (0.82724, -1.76675, 2.20067)
C (3.14494, 1.32784, 1.84841)
C (-0.73174, 1.76287, -2.80867)
C (4.07932, 0.29049, 1.91506)
H (-1.81008, -3.07857, 3.02811)
H (-3.13477, -1.88848, 3.23252)
H (-1.78552, -0.70703, 1.87886)
H (-3.65895, 3.18094, -2.52910)
H (1.45875, -2.56611, 2.58901)
H (-0.18206, -3.06680, 0.81823)
H (1.31064, -2.64836, -1.07858)
H (4.72642, -0.05998, -1.40895)
H (-2.44280, -0.24542, -4.73517)
H (-4.23391, 1.32089, -4.05182)
H (-0.02429, -1.64698, 2.86518)
H (2.04759, 2.67431, 0.57984)
H (2.15111, -1.38274, -0.17177)
H (2.71164, 1.71002, 2.76737)
H (-1.41409, 3.00129, 2.04209)
H (5.37218, -1.00783, 0.78859)
H (0.54356, 2.92133, -1.80872)
H (-2.73920, 2.38050, 0.25445)
H (3.76034, 1.78943, -2.63704)
H (0.03737, -0.08248, 0.21873)
H (1.39879, -0.84125, 2.18188)
H (-0.65373, -1.24474, -0.89518)
H (-3.03647, -2.15524, -0.40927)
H (2.25844, -3.07879, 0.35686)
H (2.83496, 3.04238, -1.82339)
H (-0.39487, 1.60277, 1.64969)
H (-1.77074, 1.42768, 2.76878)
H (-3.45766, -3.62468, 3.38924)

=====

No. 2
Molecular formula: C21H28F3O4Pt
Method: DFT, wB97M-V/def2-TZVPD

Summary:
ΔE to the lowest compared entry with this formula, charge and spin = 27.6 kcal per mole
net charge = -1
HOMO (alpha / beta) = -2.672 / -3.808 eV
energy = -41815.021 eV
E_LUMO (alpha / beta) = 2.60 / 2.35 eV
multiplicity = 3
orbital gap (alpha / beta) = 5.27 / 6.15 eV

Cartesian coordinates (Å):
Pt (0.60573, -0.68718, 2.97891)
F (2.18456, -2.39437, 3.92563)
F (2.67378, -4.54628, 3.69732)
F (0.57762, -3.96929, 4.22577)
O (1.23251, -4.38903, 1.21484)
O (-1.13225, 1.11328, -0.76067)
O (0.96299, -2.18629, 1.61163)
O (0.16651, -1.41016, -2.46953)
C (-1.74127, 3.46935, -0.50265)
C (-0.15277, -0.66087, -3.72297)
C (1.74314, 1.67982, 1.47014)
C (-1.32439, -1.34693, 3.00772)
C (-1.45715, 2.32934, -1.48964)
C (1.68465, -3.64207, 3.45748)
C (-2.57942, 1.87762, -2.39062)
C (0.19865, 1.22260, -1.29403)
C (0.92366, 2.18084, 2.49185)
C (-1.69021, -0.19363, 3.88910)
C (1.37007, -2.35887, -4.41301)
C (-1.64166, -0.89074, 1.62672)
C (1.15375, -2.36279, -2.87305)
C (-2.37914, 0.73405, 3.10526)
C (2.31005, 0.50878, 3.38174)
C (0.36301, -1.34698, -4.97820)
C (1.24386, -3.41496, 1.96093)
C (2.44564, 0.52289, 1.92473)
C (1.21125, 1.46255, 3.68982)
C (-2.33088, 0.31556, 1.73105)
C (-0.03573, 2.45807, -2.12297)
H (-2.23321, 3.13241, 0.43171)
H (0.91138, -3.36334, -2.50289)
H (2.06870, -2.11054, -2.32770)
H (3.06707, 0.15258, 4.07403)
H (1.27790, -3.36885, -4.82135)
H (2.37706, -2.01320, -4.67687)
H (-1.39468, -2.37384, 3.35302)
H (-1.61048, -0.22466, 4.97684)
H (0.87676, 1.73725, 4.68496)
H (0.24432, 3.02652, 2.36488)
H (0.38421, 0.33713, -1.86466)
H (-1.41970, -1.45690, 0.73275)
H (0.61974, 3.26984, -1.76808)
H (1.91645, 2.18861, 0.51891)
H (-3.40637, 1.47818, -1.78097)
H (0.08883, 2.34275, -3.22676)
H (-0.41390, -1.74282, -5.63425)
H (-2.91850, 2.65740, -3.09239)
H (0.98914, 1.34492, -0.57736)
H (0.82567, -0.56856, -5.58493)
H (0.35146, 0.31110, -3.68652)
H (-1.20179, -0.36930, -3.72611)
H (-0.81402, 3.89213, -0.09398)
H (-2.27706, 4.31909, -0.95656)
H (-2.29513, 0.94670, -2.89881)
H (-2.81158, 0.84838, 0.91354)
H (-2.92471, 1.60700, 3.45949)
H (3.13591, -0.07428, 1.33675)